# 1
# C4H9N4O2

A gas-phase ion, C4H9N4O2 (charge +1) at a distorted geometry (ωB97M-V/def2-TZVPD, OMol25).

Last column: Löwdin spin population.
Geometry (Å):
1 C -0.21 -0.01 0.41  0.568
2 C -1.46 0.41 0.71  0.640
3 C 1.73 -1.39 0.72  0.024
4 C 2.12 -0.30 -0.24  0.012
5 N 0.45 -0.93 1.28  0.341
6 N -2.17 1.50 0.07  0.129
7 N -2.37 1.31 -1.31  0.049
8 N 0.70 0.04 -0.77  0.066
9 O -1.60 0.53 -1.84  0.010
10 O -3.20 1.88 -1.97  0.062
11 H -1.90 -0.11 1.52  0.037
12 H 1.72 -2.47 0.38  0.011
13 H 2.46 -1.53 1.55  0.002
14 H 2.50 0.63 0.28  0.001
15 H 2.61 -0.72 -1.10  0.000
16 H 0.35 -0.83 2.34  0.021
17 H -2.93 1.86 0.57  0.003
18 H 0.33 -0.79 -1.28  0.017
19 H 0.86 0.92 -1.32  0.008

- multiplicity = 3
- total charge = +1

# 2
# C8H15NO6Re

A molecular structure, C8H15NO6Re (ωB97M-V/def2-TZVPD, OMol25).

Last column: Löwdin spin population.
Geometry (Å):
1 Re -0.12 -0.15 0.36  0.797
2 O 1.39 -1.47 0.52  0.013
3 C 1.36 -2.58 -0.48  0.000
4 C 0.77 -2.00 -1.74  0.001
5 N -0.47 -1.21 -1.44  0.007
6 C -0.73 -0.20 -2.51  0.010
7 C 0.08 1.05 -2.22  0.016
8 O 0.52 1.84 -2.96  0.009
9 O 0.21 1.22 -0.79  0.067
10 C -1.68 -2.05 -1.19  0.008
11 C -2.59 -1.42 -0.14  0.008
12 O -3.75 -1.57 -0.05  0.002
13 O -1.86 -0.66 0.80  0.034
14 H 1.97 -1.64 1.28  0.000
15 H 2.39 -2.91 -0.64  0.000
16 H 0.78 -3.39 -0.04  0.000
17 H 1.48 -1.32 -2.20  0.000
18 H 0.56 -2.80 -2.46  0.000
19 H -0.49 -0.59 -3.50  0.000
20 H -1.79 0.08 -2.49  0.000
21 H -2.25 -2.22 -2.11  0.000
22 H -1.38 -3.03 -0.81  0.000
23 C 0.56 1.75 4.40  0.000
24 C 0.97 1.47 2.99  0.005
25 O -0.07 0.62 2.33  0.020
26 H 1.33 2.36 4.88  0.000
27 H 0.45 0.83 4.98  0.000
28 H -0.37 2.32 4.44  0.000
29 H 1.89 0.88 2.93  0.000
30 H 1.07 2.37 2.39  0.000
31 H -0.94 0.88 2.65  0.000

- multiplicity = 2
- total charge = +2

# 3
# C6H10

A molecular structure, C6H10 at a distorted geometry (ωB97M-V/def2-TZVPD, OMol25).

Last column: Mulliken charge in e.
Geometry (Å):
1 C 0.59 2.15 -0.05  -1.056
2 C 0.06 1.37 -1.32  -0.503
3 C 0.47 0.23 -0.50  -0.155
4 C -0.45 -0.51 0.22  -0.270
5 C -0.14 -1.72 0.89  -0.057
6 C -0.94 -2.80 1.18  -0.910
7 H 1.68 2.18 -0.02  0.332
8 H 0.37 1.89 0.99  0.355
9 H 0.21 3.20 -0.14  0.342
10 H 0.61 1.56 -2.24  0.272
11 H -1.00 1.42 -1.57  0.288
12 H 1.39 -0.19 -0.88  0.417
13 H -1.47 -0.56 -0.21  0.176
14 H 0.94 -1.81 1.10  0.239
15 H -1.93 -2.89 0.77  0.294
16 H -0.39 -3.52 1.77  0.237

- total charge = 0

# 4
# C6H11NO3

A single C6H11NO3 molecule at a distorted geometry (ωB97M-V/def2-TZVPD, OMol25).

Last column: Mulliken charge in e.
Geometry (Å):
1 C 1.96 -0.20 0.11  -0.199
2 C -0.62 -0.22 -0.01  0.351
3 C -1.73 1.95 -0.51  -1.340
4 C 4.15 -0.29 0.25  -0.561
5 C -1.20 -1.43 -0.70  -0.712
6 C -1.45 0.88 0.58  0.161
7 N 0.70 -0.31 0.21  -0.005
8 O -2.36 -2.05 -0.09  -0.520
9 O -2.54 0.41 1.45  -0.561
10 O 2.92 -0.62 0.92  -0.250
11 H -2.19 2.81 -0.17  0.418
12 H -2.56 1.54 -1.16  0.289
13 H -0.89 2.23 -1.14  0.339
14 H 4.00 0.03 -0.79  0.376
15 H 4.72 -1.09 0.39  0.245
16 H 4.50 0.54 0.82  0.242
17 H -0.31 -1.96 -1.01  0.400
18 H -1.73 -1.03 -1.75  0.204
19 H -0.72 1.55 1.11  0.294
20 H -1.86 -2.43 0.67  0.362
21 H -2.78 -0.32 0.85  0.466

- total charge = 0

# 5
# C50H52N3O14P2S

7 unconnected molecules or ions with the total composition C50H52N3O14P2S at a distorted geometry (ωB97M-V/def2-TZVPD, OMol25).

Last column: Mulliken charge in e.
Geometry (Å):
1 C -1.01 -0.02 1.17  -0.987
2 C -0.30 1.25 0.46  -0.267
3 P -1.70 2.54 0.28  -0.170
4 C -2.62 2.27 -1.38  -0.732
5 C -0.95 4.31 0.32  0.069
6 N -1.34 5.10 1.38  -0.692
7 N -0.88 6.34 1.47  0.584
8 S -1.54 7.06 2.96  0.861
9 C -2.08 5.71 4.15  -0.935
10 O -0.51 7.83 3.72  -0.558
11 O -2.81 7.81 2.68  -0.582
12 C -0.01 7.12 0.63  0.331
13 P 0.48 8.92 0.93  0.188
14 C -1.06 9.97 1.39  -0.850
15 C 1.07 9.80 -0.63  -0.340
16 C 1.23 11.39 -0.49  -1.200
17 C 0.55 6.33 -0.59  0.650
18 C 1.59 6.84 -1.66  -1.295
19 C 0.04 4.89 -0.71  0.293
20 C 0.53 3.95 -1.91  -0.789
21 C 1.85 3.10 -1.53  -0.428
22 N 3.11 3.89 -1.64  -0.619
23 H -1.25 0.19 2.27  0.349
24 H -2.01 -0.27 0.66  0.288
25 H -0.38 -0.96 1.13  0.198
26 H 0.41 1.68 1.24  0.405
27 H 0.19 0.98 -0.53  0.175
28 H -2.02 1.42 -1.89  -0.043
29 H -3.71 2.01 -1.24  0.428
30 H -2.46 3.19 -2.03  0.396
31 H -1.29 4.90 4.26  0.322
32 H -2.34 6.24 5.12  0.379
33 H -3.05 5.30 3.68  0.356
34 H -1.37 9.84 2.48  0.229
35 H -1.90 9.68 0.68  0.372
36 H -0.86 11.09 1.26  0.337
37 H 0.34 9.53 -1.47  0.421
38 H 2.10 9.42 -0.98  0.295
39 H 0.19 11.86 -0.64  0.299
40 H 1.87 11.82 -1.33  0.338
41 H 1.57 11.71 0.55  0.330
42 H 1.12 7.67 -2.28  0.325
43 H 2.06 6.05 -2.32  0.348
44 H 2.46 7.32 -1.08  0.292
45 H -0.25 3.19 -2.24  -0.067
46 H 0.77 4.56 -2.86  0.470
47 H 1.80 2.64 -0.50  0.279
48 H 1.91 2.28 -2.33  0.328
49 H 3.26 4.31 -0.71  0.241
50 H 3.88 3.20 -1.72  0.292
51 C 1.66 10.42 6.10  -0.405
52 C 0.64 10.62 5.27  -0.047
53 C -0.15 11.87 5.31  0.351
54 O -1.08 12.05 4.55  -0.553
55 C 0.24 12.89 6.31  -0.406
56 C 1.27 12.68 7.14  -0.416
57 C 2.06 11.43 7.09  0.302
58 O 2.99 11.25 7.85  -0.535
59 H 2.25 9.51 6.08  0.441
60 H 0.34 9.88 4.53  0.485
61 H -0.34 13.79 6.33  0.425
62 H 1.57 13.42 7.88  0.417
63 C 0.23 -4.87 -2.54  -0.502
64 C 0.36 -3.56 -2.31  -0.416
65 C 0.87 -3.06 -1.02  0.177
66 O 0.98 -1.86 -0.81  -0.512
67 C 1.24 -4.05 0.00  -0.408
68 C 1.11 -5.36 -0.22  -0.069
69 C 0.60 -5.87 -1.51  0.225
70 O 0.49 -7.06 -1.72  -0.533
71 H -0.14 -5.26 -3.48  0.457
72 H 0.09 -2.82 -3.05  0.486
73 H 1.61 -3.67 0.94  0.477
74 H 1.38 -6.11 0.52  0.536
75 C -1.26 0.83 -7.13  -0.344
76 C -0.65 0.24 -6.09  -0.423
77 C -1.34 0.10 -4.79  0.392
78 O -0.79 -0.44 -3.84  -0.475
79 C -2.72 0.62 -4.68  -0.231
80 C -3.32 1.21 -5.72  -0.482
81 C -2.63 1.35 -7.02  0.334
82 O -3.18 1.88 -7.96  -0.532
83 H -0.77 0.94 -8.09  0.421
84 H 0.35 -0.15 -6.15  0.446
85 H -3.20 0.51 -3.72  0.499
86 H -4.33 1.60 -5.65  0.419
87 C 0.75 -8.08 3.94  -0.610
88 C 0.37 -9.31 4.29  -0.490
89 C -0.25 -10.23 3.31  0.141
90 O -0.60 -11.35 3.64  -0.556
91 C -0.43 -9.74 1.93  -0.256
92 C -0.05 -8.51 1.58  -0.001
93 C 0.57 -7.59 2.55  0.418
94 O 0.92 -6.47 2.23  -0.600
95 H 1.21 -7.39 4.64  0.435
96 H 0.50 -9.68 5.30  0.422
97 H -0.89 -10.42 1.23  0.672
98 H -0.18 -8.13 0.57  0.448
99 C 4.81 -10.57 -0.80  -0.473
100 C 3.72 -11.03 -0.19  -0.412
101 C 2.43 -10.33 -0.30  0.002
102 O 1.43 -10.75 0.26  -0.426
103 C 2.39 -9.10 -1.12  -0.176
104 C 3.48 -8.64 -1.73  -0.306
105 C 4.78 -9.34 -1.62  0.243
106 O 5.77 -8.92 -2.17  -0.566
107 H 5.77 -11.07 -0.73  0.411
108 H 3.73 -11.93 0.41  0.450
109 H 1.43 -8.59 -1.20  0.930
110 H 3.47 -7.74 -2.33  0.474
111 C -2.52 -12.68 -2.96  -0.380
112 C -1.86 -11.72 -2.32  -0.350
113 C -2.32 -11.23 -1.00  0.323
114 O -1.72 -10.35 -0.41  -0.486
115 C -3.52 -11.86 -0.41  -0.287
116 C -4.18 -12.83 -1.06  -0.393
117 C -3.73 -13.31 -2.38  0.308
118 O -4.32 -14.19 -2.97  -0.543
119 H -2.21 -13.05 -3.93  0.416
120 H -0.98 -11.25 -2.73  0.454
121 H -3.83 -11.50 0.56  0.442
122 H -5.06 -13.30 -0.64  0.406

- total charge = +1

# 6
# CH4N2O3

2 unconnected molecules or ions with the total composition CH4N2O3 at a distorted geometry (ωB97M-V/def2-TZVPD, OMol25).

Last column: Mulliken charge in e.
Geometry (Å):
1 C 0.34 0.02 -0.29  -0.100
2 N 0.79 -1.23 0.12  -0.454
3 N -0.68 0.75 0.62  1.016
4 O -0.54 0.76 1.82  -0.541
5 O -1.65 1.14 0.00  -0.648
6 O -0.12 -0.05 -1.53  -0.458
7 H 1.64 1.01 -0.11  0.238
8 H 1.02 -1.19 1.05  0.264
9 H 0.07 -1.92 -0.11  0.256
10 H -0.87 0.71 -1.58  0.427

- total charge = 0

Q: Which energy values were calculated for the entries above? A: -526.7707, -897.6775, -234.4727, -515.5103, -4234.3007, -375.5625, in a.u..
Q: Which energy relative to the best compared isomer or geometry (same formula, charge and spin) values were calculated for the entries above? A: 91.2, 1.2, 81.5, 150.6, 105.8, 65.7, in kcal/mol.